Entry 1:
The following is a DFT calculation (ωB97M-V/def2-TZVPD) of the ion C4H13N3 with charge +2.

Properties
Total charge: +2
Energy, eV: -8807.347
Gap between HOMO and LUMO (alpha / beta), eV: 8.4 / 8.4
SMILES: CN(C)/[N+](C)=C\[NH3+]
HOMO (alpha / beta), eV: -18.214 / -18.213

Last column: Mulliken charge in e.
Atoms and positions in Å:
C (1.93736, 0.20999, -0.52608)  -1.1480
N (0.63673, 0.42932, 0.03848)  -0.0836
C (0.36282, 1.70206, 0.54551)  -1.3840
N (-0.14800, -0.65438, 0.18839)  0.3131
C (0.54795, -1.94830, 0.28087)  -1.0848
C (-1.49070, -0.69651, 0.17818)  -0.0242
N (-2.27609, 0.52180, -0.29969)  -0.2911
H (1.66268, -0.29440, -1.36048)  0.5601
H (2.34980, 1.12256, -0.75497)  0.4084
H (2.70577, -0.32180, -0.07063)  0.4174
H (1.28196, 2.00029, 0.97145)  0.3893
H (0.33420, 2.33419, -0.35595)  0.5774
H (-0.39437, 1.82080, 1.34086)  0.4983
H (-0.10630, -2.73614, 0.86541)  0.4436
H (1.33610, -1.72018, 0.93044)  0.4383
H (0.84101, -2.47578, -0.65970)  0.3741
H (-2.15898, -1.61538, -0.04309)  0.4154
H (-3.15729, 0.63795, 0.31685)  0.4466
H (-2.64604, 0.35619, -1.31164)  0.4454
H (-1.61862, 1.32771, -0.27421)  0.2885

***

Entry 2:
The following is a DFT calculation (ωB97M-V/def2-TZVPD) of a cluster of 2 separate species, C4H13N3 in total.

Properties
Total charge: +2
Energy, eV: -8810.930
Gap between HOMO and LUMO, eV: 10.1
HOMO, eV: -17.885

Last column: Mulliken charge in e.
Atoms and positions in Å:
C (-2.22648, -0.27173, -0.01245)  -0.5803
C (-1.06169, 0.49952, 0.67626)  -0.5807
C (0.17057, -0.23219, 0.97308)  -0.5399
N (3.30227, -0.75924, 0.07053)  -0.3120
C (2.50451, -0.30979, -0.88322)  0.1012
N (1.32420, 0.21968, -0.59385)  -0.3841
N (-3.34142, 0.70179, -0.17630)  -0.2941
H (-1.81844, -0.66780, -0.96202)  0.3607
H (-2.59576, -1.14847, 0.51338)  0.3491
H (-0.74382, 1.29322, -0.00596)  0.4383
H (-1.33118, 1.03497, 1.57042)  0.4571
H (0.20555, -1.31498, 0.87283)  0.3343
H (0.98878, 0.27505, 1.52016)  0.4147
H (3.95712, -1.50448, -0.19462)  0.2988
H (3.03666, -0.85142, 1.04217)  0.2243
H (2.92431, -0.38950, -1.90350)  0.3643
H (1.19315, 1.00591, -1.21831)  0.2167
H (-3.99972, 0.72774, 0.60686)  0.3760
H (-3.88621, 0.53833, -1.02858)  0.3671
H (-3.00970, 1.69066, -0.34822)  0.3885

***

F_max values, unit eV Å⁻¹, following the record order: 3.71, 4.67.
Molar mass values, unit g/mol, following the record order: 103.17, 103.17.
ΔE to the lowest compared entry with this formula, charge and spin values, unit kcal/mol, following the record order: 143.67, 61.03.